No. 1
{"formula": "C5H13N2O", "method": "wB97M-V/def2-TZVPD", "smiles": "C[C@@]1(O)C[NH2+]C[C@@H]1N", "relative_energy_kcal_mol": 63.8, "energy_ev": -10415.4298, "charge": 1, "homo_lumo_gap_ev": 9.704, "e_lumo_ev": -3.29, "elements": ["C", "C", "C", "C", "C", "N", "N", "O", "H", "H", "H", "H", "H", "H", "H", "H", "H", "H", "H", "H", "H"], "coordinates": [[1.67075, 0.54645, 0.22562], [-0.55288, 1.41748, 0.30307], [0.88187, -0.77684, -0.02548], [-0.77936, -0.13713, -0.05822], [-1.61746, -0.92436, 0.94834], [1.33220, -1.25277, -1.31555], [0.86948, 1.72693, -0.16251], [-1.19317, -0.39407, -1.42550], [2.09302, 0.67689, 1.20956], [2.61372, 0.40780, -0.35590], [-1.09875, 2.06247, -0.36960], [-0.74343, 1.83934, 1.35311], [0.99164, -1.64565, 0.72490], [-1.50479, -1.96276, 0.92988], [-2.76886, -0.80200, 1.00721], [-1.13661, -0.61056, 1.91746], [0.89175, -0.71573, -2.13375], [1.14586, -2.26977, -1.54760], [1.41506, 2.49095, 0.28084], [0.96186, 1.87555, -1.12397], [-2.17018, -0.48502, -1.45420]]}


No. 2
{"formula": "C3H5N2O", "method": "wB97M-V/def2-TZVPD", "relative_energy_kcal_mol": 48.8, "energy_ev": -8211.0774, "charge": 1, "homo_lumo_gap_ev": 10.912, "e_lumo_ev": -5.38, "elements": ["C", "C", "C", "N", "N", "O", "H", "H", "H", "H", "H"], "coordinates": [[-0.66071, 0.10868, -0.03589], [1.19938, 0.01330, -0.01352], [-2.08232, -0.05353, -0.00973], [0.17513, 1.10431, -0.02779], [2.46969, -0.01040, 0.02123], [0.30152, -0.96883, -0.03388], [-2.55060, 0.54085, -0.80031], [-2.46866, 0.38338, 0.92018], [-2.36700, -1.10138, -0.08806], [2.98532, 0.86764, 0.04810], [2.99825, -0.88403, 0.01965]]}


No. 3
{"formula": "C4H12NO2S", "method": "wB97M-V/def2-TZVPD", "relative_energy_kcal_mol": 19.6, "energy_ev": -20763.2115, "charge": -1, "homo_lumo_gap_ev": 6.701, "e_lumo_ev": 3.30, "elements": ["C", "C", "C", "S", "N", "C", "O", "H", "H", "H", "H", "H", "H", "H", "H", "H", "H", "H", "H", "O"], "coordinates": [[-1.14161, 0.71184, 1.52565], [-0.59803, 0.18302, 0.19786], [-1.77382, 0.21437, -0.80295], [-1.40317, -0.42594, -2.44212], [-0.13196, -1.18223, 0.40767], [1.32522, -1.35229, 0.65326], [2.14304, -0.95852, -0.34213], [-0.37073, 0.85689, 2.25812], [-1.80413, 1.57812, 1.51445], [-1.67542, -0.12203, 1.98911], [0.21752, 0.76963, -0.23155], [-2.64887, -0.26296, -0.35163], [-2.06404, 1.26349, -0.85465], [-0.66383, 0.60230, -2.87385], [-0.45452, -1.80228, -0.30966], [1.52589, -0.80652, 1.59914], [1.38868, -2.43673, 0.80438], [3.40970, 1.15499, -1.15355], [2.19257, 0.52809, -0.66774], [2.52750, 1.48674, -0.91982]]}


No. 4
{"formula": "CH4N4O2S", "method": "wB97M-V/def2-TZVPD", "relative_energy_kcal_mol": 9.2, "energy_ev": -21989.4094, "homo_lumo_gap_ev": 8.352, "e_lumo_ev": -1.08, "elements": ["C", "N", "N", "N", "N", "O", "O", "S", "H", "H", "H", "H"], "coordinates": [[0.49430, -0.27501, 0.01397], [1.65102, -1.95603, 1.06354], [1.41917, -0.72996, 0.91012], [-0.88032, -0.16057, 0.52344], [0.76312, 0.29408, -1.18674], [-3.32647, 0.86027, -0.42632], [-1.32546, 1.94814, -1.23049], [-2.05323, 1.50915, -0.08799], [2.23070, -2.12869, 1.87703], [-1.01689, -0.88092, 1.29514], [1.83587, 0.39307, -1.26867], [0.20819, 1.12646, -1.48301]]}


No. 5
{"formula": "C3H9N", "method": "wB97M-V/def2-TZVPD", "smiles": "CN(C)C", "relative_energy_kcal_mol": 31.3, "energy_ev": -4745.7502, "homo_lumo_gap_ev": 9.640, "e_lumo_ev": 1.16, "elements": ["C", "N", "C", "C", "H", "H", "H", "H", "H", "H", "H", "H", "H"], "coordinates": [[0.08765, 1.12951, 0.72561], [0.26897, 0.05752, -0.26002], [0.83592, -1.15315, 0.42451], [-1.03518, -0.00985, -0.97491], [-0.50064, 0.69495, 1.64247], [1.07312, 1.53280, 0.94052], [-0.55558, 1.99786, 0.43409], [1.13162, -1.74693, -0.43525], [0.02486, -1.73924, 0.91422], [1.77506, -0.79218, 0.97971], [-1.03686, -0.86225, -1.70141], [-1.94214, -0.16372, -0.39546], [-1.18259, 0.87691, -1.61007]]}


No. 6
{"formula": "C8H12F3NO10PS2", "method": "wB97M-V/def2-TZVPD", "energy_ev": -69569.7609, "charge": -1, "homo_lumo_gap_ev": 7.666, "e_lumo_ev": 2.44, "elements": ["C", "P", "C", "S", "O", "O", "N", "S", "O", "O", "F", "H", "H", "H", "H", "H", "H", "C", "C", "O", "C", "O", "O", "F", "H", "H", "H", "C", "C", "O", "C", "O", "O", "F", "H", "H", "H"], "coordinates": [[-0.27884, 2.50472, 1.20606], [-0.72769, 1.32523, -0.11435], [-0.97102, 2.22671, -1.68067], [-2.58004, 0.42372, 0.48809], [-3.25057, 0.03376, -0.73121], [-2.12361, -0.67390, 1.33073], [-3.44383, 1.34857, 1.47443], [-4.05391, 2.67408, 0.90083], [-5.47362, 2.75547, 1.03564], [-3.45919, 3.15160, -0.31644], [-3.52498, 3.70176, 2.00976], [0.80535, 2.46660, 1.30423], [-0.71341, 2.13004, 2.13508], [-0.63429, 3.51920, 1.02353], [-0.06925, 2.09146, -2.27759], [-1.83105, 1.79499, -2.19283], [-1.15283, 3.29203, -1.53250], [0.27226, -3.13788, 1.40407], [-0.35018, -2.44727, 2.60163], [0.64986, -1.49791, 2.94245], [1.33200, -1.18662, 1.81430], [2.03700, -0.24343, 1.67087], [1.07220, -2.09573, 0.84142], [-0.52111, -3.31144, 3.64615], [0.91572, -3.96445, 1.71568], [-0.45807, -3.48877, 0.68066], [-1.28010, -1.92356, 2.39607], [3.21659, -1.88750, -1.75857], [2.42200, -1.59164, -3.01317], [2.36496, -0.18111, -3.00828], [3.45907, 0.28135, -2.33809], [3.84698, 1.39914, -2.36969], [4.05215, -0.73012, -1.66149], [1.16897, -2.09985, -2.96785], [2.56656, -1.94812, -0.88634], [3.82107, -2.78820, -1.83142], [2.89485, -1.92291, -3.94117]]}


No. 7
{"formula": "C21H34N2O6S", "method": "wB97M-V/def2-TZVPD", "smiles": "Cc1ccc(S(=O)(=O)N[C@H](CC(C)C)C(=O)N2CCOCCOCCOCC2)cc1", "relative_energy_kcal_mol": 22.3, "energy_ev": -48428.6085, "homo_lumo_gap_ev": 9.581, "e_lumo_ev": 0.67, "elements": ["C", "C", "C", "C", "C", "C", "C", "H", "H", "S", "O", "O", "N", "H", "C", "H", "C", "O", "N", "C", "H", "H", "C", "H", "H", "O", "C", "H", "C", "H", "O", "C", "C", "O", "C", "C", "H", "H", "H", "H", "H", "H", "H", "H", "H", "H", "C", "H", "H", "C", "C", "H", "H", "H", "C", "H", "H", "H", "H", "H", "H", "H", "H", "H"], "coordinates": [[-6.97895, -2.04705, -0.56857], [-5.52201, -1.74530, -0.40016], [-5.10560, -0.75293, 0.48354], [-3.76038, -0.48584, 0.65991], [-2.82846, -1.21620, -0.05116], [-3.21570, -2.20428, -0.93323], [-4.56389, -2.46772, -1.10398], [-4.87730, -3.24068, -1.79021], [-2.45524, -2.75375, -1.46517], [-1.10513, -0.81717, 0.15613], [-0.84281, -0.52553, 1.53646], [-0.29782, -1.82703, -0.47543], [-1.05709, 0.63368, -0.67511], [-1.08299, 0.44821, -1.67617], [0.12473, 1.43203, -0.38929], [0.45291, 1.15287, 0.61275], [1.18969, 1.04383, -1.42034], [0.82790, 0.60329, -2.50241], [2.49350, 1.19101, -1.11900], [3.00994, 1.79242, 0.08703], [2.21615, 2.35331, 0.57454], [3.81145, 2.48860, -0.18686], [3.56726, 0.76348, 1.07357], [3.85970, 1.27957, 2.00408], [4.45564, 0.27245, 0.65206], [2.57233, -0.19314, 1.32461], [3.00057, -1.21528, 2.19561], [4.02481, -1.52217, 1.94334], [2.06903, -2.42752, 2.06835], [1.91133, -2.87380, 3.05312], [2.59973, -3.47372, 1.28816], [2.56431, -3.30337, -0.11632], [3.91014, -2.83383, -0.70703], [4.04992, -1.44149, -0.88530], [3.38319, -0.94409, -2.02469], [3.43996, 0.58633, -2.04367], [4.44496, 0.91989, -1.78636], [3.18521, 0.91851, -3.05451], [2.33522, -1.26162, -2.04141], [3.87604, -1.33152, -2.93180], [4.07650, -3.33787, -1.67062], [4.70959, -3.12505, -0.01964], [2.34537, -4.29725, -0.52152], [1.75327, -2.62534, -0.39672], [1.10887, -2.08067, 1.66984], [2.99770, -0.83682, 3.22998], [-0.24122, 2.92031, -0.48251], [0.62746, 3.53197, -0.22991], [-0.51168, 3.13537, -1.51910], [-1.41702, 3.29601, 0.42752], [-1.10665, 3.02049, 1.89694], [-0.97694, 1.95604, 2.07413], [-1.92500, 3.37090, 2.52252], [-0.20058, 3.54190, 2.20138], [-1.76919, 4.76884, 0.22407], [-2.00140, 4.97003, -0.81920], [-0.93555, 5.40355, 0.51846], [-2.63345, 5.04065, 0.82540], [-2.27341, 2.68236, 0.13217], [-3.41393, 0.27166, 1.34409], [-5.84359, -0.18887, 1.03487], [-7.17892, -2.46645, -1.55113], [-7.29300, -2.77554, 0.17919], [-7.57944, -1.15064, -0.43531]]}